Record 1
{"formula": "C3H4N5", "method": "ωB97M-V/def2-TZVPD", "symbols": ["N", "N", "N", "N", "N", "C", "C", "C", "H", "H", "H", "H"], "xyz": [[0.755415, -2.550969, 0.817085], [3.110548, 0.495443, -0.066568], [-1.404045, -1.083420, -1.473038], [2.223365, 1.214631, 0.050896], [1.438739, 2.072632, 0.149153], [-0.898776, 0.454867, 0.383600], [-0.673044, -0.782380, -0.419893], [0.170166, -1.790483, 0.184558], [-1.941900, -0.243026, -1.744780], [-0.598244, 0.158746, 1.491070], [-1.998981, 0.666490, 0.284494], [-0.183244, 1.387467, 0.343418]], "forces_ev_per_a": [[-0.055, -0.007, -0.218], [0.823, -1.687, -0.122], [1.867, 0.428, 1.430], [0.743, 1.082, -0.120], [-1.268, 1.053, 0.247], [0.403, 0.189, 2.856], [-2.229, 0.445, -2.076], [0.161, -0.307, 0.065], [0.217, -0.451, 0.397], [-1.150, 0.518, -1.871], [1.107, 0.142, 0.389], [-0.620, -1.405, -0.976]], "nbo_charge": [-0.303, -0.474, -0.598, 0.176, -0.600, -0.748, 0.195, 0.253, 0.327, 0.226, 0.203, 0.341], "total_energy_ev": -10624.3627, "max_force_ev_per_a": 3.08, "orbital_gap_ev": 6.616, "de_lowest_ev": 2.112, "total_charge": -1}



Record 2
{"formula": "C3H7NOS2", "method": "ωB97M-V/def2-TZVPD", "symbols": ["S", "S", "O", "N", "C", "C", "C", "H", "H", "H", "H", "H", "H", "H"], "xyz": [[2.078689, -0.883611, -0.043164], [-2.968407, -0.548800, 0.178716], [-0.786410, -1.681237, -0.749047], [-0.047719, 1.287930, -0.825899], [0.777030, -0.122471, 1.000516], [-1.392319, -0.666174, -0.111769], [-0.426995, 0.433643, 0.329951], [0.469958, -0.883160, 1.734493], [-1.048024, 1.005175, 1.076197], [-0.873931, 1.778359, -1.156729], [0.279713, 0.746576, -1.624291], [0.153208, -1.428596, -0.916545], [1.253308, 0.686798, 1.583544], [2.531893, 0.275571, -0.475970]], "forces_ev_per_a": [[-0.418, -0.259, 0.384], [-0.500, -0.359, -0.078], [-0.365, 0.373, -0.164], [-0.378, 0.101, 0.481], [1.077, 0.058, 1.589], [0.933, -0.012, -0.087], [-1.435, 0.538, -0.880], [0.176, 0.128, -0.274], [0.984, -0.152, -0.818], [0.072, 0.022, 0.114], [0.016, -0.099, 0.324], [-0.330, -0.394, 0.091], [-0.097, -0.416, -0.327], [0.266, 0.471, -0.355]], "nbo_charge": [-0.032, -0.042, -0.679, -0.828, -0.526, 0.206, -0.185, 0.240, 0.244, 0.376, 0.359, 0.483, 0.243, 0.139], "total_energy_ev": -28432.1594, "max_force_ev_per_a": 1.92, "orbital_gap_ev": 9.247, "de_lowest_ev": 1.083, "smiles": "N[C@H](CS)C(O)=S"}



Record 3
{"formula": "C24H36N12", "method": "ωB97M-V/def2-TZVPD", "symbols": ["N", "N", "N", "N", "N", "N", "N", "N", "N", "N", "N", "N", "C", "C", "C", "C", "C", "C", "C", "C", "C", "C", "C", "C", "C", "C", "C", "C", "C", "C", "C", "C", "C", "C", "C", "C", "H", "H", "H", "H", "H", "H", "H", "H", "H", "H", "H", "H", "H", "H", "H", "H", "H", "H", "H", "H", "H", "H", "H", "H", "H", "H", "H", "H", "H", "H", "H", "H", "H", "H", "H", "H"], "xyz": [[-0.881660, -2.797547, 1.992121], [-2.174383, 1.002625, -3.108910], [6.161614, -3.725487, 0.029393], [-3.054579, 0.417503, 2.428882], [2.156278, -4.842387, -0.325932], [1.547147, -1.209476, -0.832915], [-2.653046, 8.043257, -2.411615], [0.054100, 3.865201, 1.856507], [2.783254, 1.122924, 1.810837], [-7.209330, -1.062471, -1.964981], [0.187136, -0.453559, 6.504802], [-1.648563, -2.451791, -1.667725], [-0.196988, -3.888214, -3.353404], [-1.025946, -3.075348, -2.394871], [4.388735, 0.438303, -0.154645], [0.388886, 0.545247, 3.977590], [-1.288983, 0.358740, -3.509598], [3.468472, 0.828566, 0.971180], [-3.007861, 1.321104, 3.129881], [-2.918351, 2.372647, 4.137566], [-1.980200, -2.902168, 1.686004], [4.973593, -2.771796, -2.048914], [-3.383763, -3.042702, 1.298862], [2.456506, -4.136996, 0.502246], [5.621056, -3.312740, -0.871262], [1.185624, 4.141274, 1.740180], [-2.362559, 6.986910, -2.802234], [2.601015, 4.477895, 1.564929], [-2.002395, 5.649615, -3.243797], [-0.174409, -0.414559, -4.037514], [2.923399, -3.277135, 1.606287], [-5.091783, 0.178124, -1.066315], [-0.439745, 0.188634, 0.218625], [0.633910, -0.623252, -0.374468], [-6.256995, -0.471901, -1.573372], [0.253031, -0.006550, 5.394753], [4.685279, -1.725858, -1.944168], [3.903330, 0.472890, -1.129971], [2.568364, -3.672840, 2.557852], [4.020795, -3.268304, -2.232677], [-5.250647, 0.644437, -0.093991], [0.343739, 1.625692, 3.840887], [0.573271, -0.512045, -3.250382], [-4.856379, 1.012150, -1.727434], [3.227801, 3.990695, 2.311829], [2.835787, 4.256044, 0.523888], [5.584604, -2.890636, -2.943693], [-3.861730, -3.704598, 2.021041], [4.012071, -3.330873, 1.606275], [5.133456, 1.234139, -0.142600], [-3.876463, -2.072858, 1.367755], [0.300367, 0.055971, -4.898499], [2.521742, -2.266689, 1.682171], [-0.929775, 5.657347, -3.437488], [4.817017, -0.540252, 0.062435], [-2.532084, 5.431108, -4.171039], [-0.575171, 1.006594, -0.488988], [-4.356360, -0.615044, -0.931645], [2.760091, 5.552833, 1.650414], [-2.040495, 2.271692, 4.775742], [-0.171144, 0.536568, 1.216063], [-0.761985, -3.792281, -4.280592], [-2.246687, 4.911252, -2.480099], [-0.082322, -4.924835, -3.036598], [-3.407803, -3.472327, 0.297380], [0.842826, -3.561796, -3.334975], [-2.813600, 3.343554, 3.653362], [-1.353130, -0.380547, 0.391442], [-0.244774, 0.053937, 3.239219], [-0.457418, -1.421984, -4.342644], [-3.774049, 2.312733, 4.810090], [1.429260, 0.311642, 3.751464]], "forces_ev_per_a": [[0.401, 0.113, 0.080], [1.701, -1.170, -0.663], [1.132, -0.884, 2.105], [-0.108, -0.208, -0.501], [-0.697, -1.531, -2.047], [-2.507, 1.700, 1.061], [0.509, -1.698, -0.717], [2.578, 0.581, -0.225], [-1.946, 0.989, 2.508], [3.504, 2.206, 1.345], [0.312, 2.049, -5.067], [-0.488, 0.385, 0.302], [-0.781, 0.512, 1.194], [1.392, -1.341, -0.577], [-0.580, 0.943, 1.180], [0.946, -0.858, 1.199], [-1.745, 1.169, 0.406], [2.378, -1.544, -3.743], [0.304, 0.057, 0.750], [0.163, 0.263, 0.091], [-0.370, 0.088, -0.074], [-0.766, 0.121, -0.627], [0.349, -0.115, 0.340], [0.610, 2.305, 2.390], [-1.024, 1.011, -2.026], [-2.366, -0.551, 0.484], [-0.703, 1.853, 0.966], [-0.373, 0.492, -0.237], [0.141, 0.169, -0.203], [0.492, -0.225, 0.045], [-0.195, -0.570, 0.518], [0.310, 0.538, 0.496], [0.244, -0.367, -0.153], [2.303, -1.593, -0.592], [-4.696, -2.641, -1.451], [-0.774, -0.969, 3.266], [0.362, 0.008, 0.191], [-0.283, -0.198, 0.303], [0.091, -0.543, -0.057], [0.063, -0.313, 0.151], [-0.296, -0.236, 0.124], [-0.382, 0.000, 0.596], [0.048, -0.064, 0.032], [0.704, -0.398, -0.176], [-0.069, -0.264, -0.363], [0.414, -0.413, 0.199], [0.133, 0.008, 0.176], [-0.063, -0.095, -0.152], [-0.034, 0.333, 0.054], [0.411, -0.327, -0.131], [0.075, -0.007, -0.235], [-0.207, 0.242, 0.065], [0.131, 0.041, -0.964], [-0.024, -0.255, -0.018], [0.043, 0.167, -0.095], [0.045, -0.143, 0.077], [-0.412, 0.176, 0.341], [0.579, 0.505, -0.339], [-0.253, 0.060, 0.202], [0.124, -0.369, -0.213], [0.415, 0.253, -0.302], [0.704, -0.289, -0.349], [0.026, 0.042, -0.096], [-0.667, -0.021, 0.086], [-0.251, 0.161, 0.049], [-0.227, 0.608, -0.428], [-0.332, 0.004, 0.047], [0.052, -0.090, -0.526], [-0.131, -0.196, 0.466], [-0.272, 0.207, 0.096], [-0.130, 0.218, -0.255], [-0.040, -0.087, -0.378]], "lowdin_charge": [0.147, 0.138, 0.150, 0.162, 0.128, 0.148, 0.119, 0.124, 0.171, 0.112, 0.093, 0.173, -0.053, -0.253, -0.051, -0.096, -0.267, -0.248, -0.253, -0.056, -0.297, -0.065, -0.071, -0.303, -0.295, -0.275, -0.290, -0.084, -0.079, -0.074, -0.072, -0.094, -0.069, -0.261, -0.290, -0.229, 0.051, 0.066, 0.080, 0.070, 0.078, 0.055, 0.055, 0.074, 0.076, 0.079, 0.086, 0.083, 0.053, 0.079, 0.054, 0.087, 0.052, 0.080, 0.064, 0.083, 0.075, 0.069, 0.080, 0.073, 0.041, 0.079, 0.083, 0.081, 0.067, 0.073, 0.083, 0.039, 0.035, 0.055, 0.088, 0.034], "total_energy_ev": -43348.9433, "max_force_ev_per_a": 5.58, "orbital_gap_ev": 10.980, "de_lowest_ev": 1.448, "smiles": "CC#N.CC#N.CC#N.CC#N.CC#N.CC#N.CC#N.CC#N.CC#N.CC#N.CC#N.CC#N"}



Record 4
{"formula": "C6H10O", "method": "ωB97M-V/def2-TZVPD", "symbols": ["O", "C", "C", "C", "C", "C", "C", "H", "H", "H", "H", "H", "H", "H", "H", "H", "H"], "xyz": [[0.798944, 1.784178, 1.470252], [0.539329, -0.256699, 0.280331], [1.273461, 0.625647, 1.073538], [-2.541647, -0.566866, -1.809086], [-0.821992, -0.194920, -0.051762], [-1.242854, -0.852157, -1.190712], [2.704310, 0.308336, 1.393864], [-1.515611, 0.346055, 0.590100], [-2.945848, -1.265967, -2.525992], [0.278199, 2.197198, 0.764898], [-0.778479, -1.801209, -1.366589], [3.132096, -0.147467, 0.507438], [-3.281493, -0.450650, -0.998949], [2.876191, -0.225384, 2.324681], [3.129657, 1.292225, 1.556655], [-2.593309, 0.447972, -2.216191], [0.989046, -1.240292, 0.197524]], "forces_ev_per_a": [[0.515, 0.353, -0.407], [-0.334, -1.097, 1.132], [0.154, -0.864, -0.106], [-0.867, 0.817, 0.433], [0.343, 0.542, -0.024], [-1.276, -0.666, 1.335], [-0.757, 1.359, 0.217], [0.050, 0.774, -0.636], [0.349, -0.234, -0.160], [-0.553, -0.016, 0.350], [0.892, -0.090, -0.909], [0.240, -0.331, 0.225], [0.084, -0.287, 0.029], [-0.184, -0.465, -0.110], [0.541, 0.073, -0.061], [0.319, -0.073, -0.319], [0.484, 0.205, -0.990]], "nbo_charge": [-0.593, -0.247, 0.540, -0.705, -0.191, 0.069, -0.702, 0.237, 0.262, 0.517, 0.229, 0.260, 0.267, 0.281, 0.260, 0.271, 0.246], "total_energy_ev": -8422.2029, "max_force_ev_per_a": 1.96, "orbital_gap_ev": [8.792, 8.161], "de_lowest_ev": 0.951, "multiplicity": 2, "total_charge": 1}



Record 5
{"formula": "C3H7N2O2P", "method": "ωB97M-V/def2-TZVPD", "symbols": ["P", "O", "O", "N", "N", "C", "C", "C", "H", "H", "H", "H", "H", "H", "H"], "xyz": [[1.640514, -0.186500, 0.619413], [0.070088, 0.278618, 0.760143], [1.665037, -0.859257, 2.156557], [-2.081355, 2.877139, 0.614237], [1.429111, -1.682021, -0.188488], [-1.465146, 1.996102, 0.224893], [-1.360378, 0.137104, -1.355653], [-0.583925, 0.978203, -0.329767], [-0.726594, -0.760610, -1.715681], [2.246249, -2.274930, -0.242223], [2.100698, -0.249489, 2.802938], [0.798637, -2.311094, 0.271633], [-2.204739, -0.363107, -0.798231], [-1.638143, 0.775212, -2.053305], [0.109947, 1.644629, -0.766468]], "forces_ev_per_a": [[-0.244, -1.528, 0.919], [-0.969, 0.185, -1.051], [0.965, 1.444, 0.240], [-0.387, 0.317, 0.128], [0.246, 0.187, -0.284], [-0.305, -0.100, 0.657], [2.135, -5.026, 4.463], [-0.092, -0.659, 0.909], [-0.774, 1.798, 0.250], [0.649, 0.531, -0.365], [-0.597, -0.724, -0.709], [-0.994, 0.068, 0.440], [0.555, 0.797, -0.801], [-1.626, 2.499, -3.604], [1.438, 0.210, -1.192]], "nbo_charge": [1.459, -0.792, -0.992, -0.300, -1.188, 0.259, -0.606, 0.001, 0.240, 0.389, 0.494, 0.385, 0.223, 0.213, 0.214], "total_energy_ev": -19588.8071, "max_force_ev_per_a": 7.05, "orbital_gap_ev": 10.731, "de_lowest_ev": 0.029, "smiles": "C[C@@H](C#N)OP(N)O"}



Record 6
{"formula": "C3H10NO3S", "method": "ωB97M-V/def2-TZVPD", "symbols": ["S", "O", "O", "O", "N", "C", "C", "C", "H", "H", "H", "H", "H", "H", "H", "H", "H", "H"], "xyz": [[-1.647304, 0.441844, 0.286175], [-0.789482, -1.659784, 2.749580], [0.594843, -0.717294, -1.464196], [1.340886, -2.780228, 0.225956], [1.896173, 1.436453, -0.810998], [-0.249061, 1.932215, 0.422526], [-0.140493, 0.323773, -1.373580], [0.408445, 1.557066, -0.847958], [1.216958, -1.915733, -0.317209], [-1.152632, -0.888500, 2.420523], [0.076271, 2.522764, -1.625915], [2.138810, 0.589832, -0.321396], [-0.970572, 0.360742, -2.251787], [0.367223, 1.759521, 1.299906], [2.385491, 1.526261, -1.718461], [0.736876, -3.351467, -0.305985], [-0.894756, 2.779340, 0.413544], [-0.103357, -2.127306, 2.208329]], "forces_ev_per_a": [[1.495, 1.526, 0.416], [1.865, -3.926, 2.026], [-0.664, 0.675, 0.462], [-0.972, 0.748, -1.628], [-0.266, 1.938, 0.232], [-1.958, -3.023, 0.751], [-2.523, -3.903, -3.272], [1.768, 4.635, -2.808], [0.093, -1.089, 0.914], [-0.572, 2.316, -2.203], [1.258, -2.722, 1.644], [0.081, -0.246, -0.394], [1.643, 0.427, 1.842], [-0.141, 0.291, 0.102], [-0.895, -0.505, 0.922], [0.683, 0.490, 0.769], [0.280, 0.881, 0.195], [-1.176, 1.485, 0.030]], "nbo_charge": [-0.452, -1.006, -0.800, -1.008, -0.864, -0.426, 0.297, -0.156, 0.516, 0.494, 0.165, 0.373, 0.125, 0.209, 0.363, 0.458, 0.210, 0.501], "total_energy_ev": -21740.4794, "max_force_ev_per_a": 5.70, "orbital_gap_ev": 7.647, "de_lowest_ev": 3.052, "total_charge": -1}



Record 7
{"formula": "C3H6N2S", "method": "ωB97M-V/def2-TZVPD", "symbols": ["S", "N", "N", "C", "C", "C", "H", "H", "H", "H", "H", "H"], "xyz": [[-0.216828, 2.112030, -1.131648], [0.291985, -1.178520, -1.070652], [1.054897, 1.556709, -0.087733], [-0.287559, -0.181874, 1.096150], [0.826282, 0.807522, 0.917177], [-0.508192, -1.035547, 0.106740], [-0.798894, -0.396760, 2.001381], [-0.132577, -1.908251, -1.737150], [0.135656, -0.003508, -1.543934], [-1.328365, 1.492217, -0.572933], [1.858836, 0.701086, 1.466124], [-0.895241, -1.965103, 0.556478]], "forces_ev_per_a": [[-0.012, -1.038, 0.607], [-2.879, 3.660, -1.836], [-1.143, 1.269, -0.040], [1.063, 2.168, -0.204], [1.946, -0.899, 0.140], [1.830, -3.022, -0.051], [0.006, 0.249, 0.831], [0.720, 1.763, 1.286], [0.845, -4.532, 0.910], [0.681, 0.403, -0.275], [-2.284, -0.222, -0.268], [-0.774, 0.202, -1.101]], "nbo_charge": [0.173, -0.844, -0.550, -0.383, 0.087, 0.016, 0.228, 0.381, 0.380, 0.109, 0.204, 0.200], "total_energy_ev": -17020.4901, "max_force_ev_per_a": 5.01, "orbital_gap_ev": 9.673, "de_lowest_ev": 3.551}



Record 8
{"formula": "C5H9NO4", "method": "ωB97M-V/def2-TZVPD", "symbols": ["O", "O", "O", "O", "N", "C", "C", "C", "C", "C", "H", "H", "H", "H", "H", "H", "H", "H", "H"], "xyz": [[-2.496198, -1.176030, 0.812426], [2.534874, -0.402050, 1.099794], [-2.649511, -0.432770, -1.294681], [2.830949, -0.616402, -1.106276], [-0.282577, 0.830771, 1.358928], [-0.124628, 1.438985, -1.000448], [-0.291691, 0.371817, 0.047904], [2.070086, -0.578073, -0.165459], [0.288339, -0.943132, -0.214990], [-1.982291, -0.563277, -0.292423], [-0.450893, 0.130499, 2.073590], [0.342739, 2.345999, -0.609728], [0.203229, -1.287216, -1.240836], [0.489657, 1.109054, -1.842910], [0.192978, -1.697917, 0.559299], [-1.096511, 1.699906, -1.429762], [3.510093, -0.488859, 1.045828], [0.356609, 1.586467, 1.577010], [-3.445254, -1.327774, 0.622735]], "forces_ev_per_a": [[0.328, 0.141, -0.234], [-0.058, -0.175, -0.164], [1.037, -0.366, 0.693], [-1.029, 0.229, 0.663], [-0.437, 0.228, 0.458], [-0.114, -0.008, -0.615], [-3.638, -2.013, -0.550], [-1.077, -1.705, -0.611], [6.350, 0.868, -0.145], [-0.858, 2.913, 0.035], [0.418, 0.366, -0.126], [-0.124, -0.128, 0.195], [-0.299, -0.114, 0.109], [-0.005, -0.148, 0.200], [-0.358, 0.062, -0.062], [0.088, 0.062, 0.195], [-0.427, 0.274, -0.051], [-0.249, -0.366, 0.027], [0.453, -0.120, -0.017]], "nbo_charge": [-0.722, -0.713, -0.620, -0.609, -0.847, -0.665, 0.193, 0.762, -0.479, 0.723, 0.392, 0.224, 0.248, 0.234, 0.240, 0.259, 0.492, 0.396, 0.492], "total_energy_ev": -15009.4021, "max_force_ev_per_a": 6.41, "orbital_gap_ev": 8.937, "de_lowest_ev": 2.842}